Record 1
Computed, not measured: a structure of composition C18H15N6O2PdSSbSe5, with ωB97M-V with the def2-TZVPD basis set.

As for the electronic energy: -13946.8378 hartree. As for the highest occupied orbital energy (alpha / beta): -14.188 / -14.234 eV. The calculation puts the LUMO energy (alpha / beta) at -8.4 / -9.6 eV. The energy above the lowest of the compared OMol25 structures with the same formula, charge and spin is 18.0 kcal per mole.

Geometry as ORCA input:
```
! wB97M-V def2-TZVPD RIJCOSX def2/J DEFGRID3
* xyz 2 5
Pd -1.016 -0.111 -0.698
S -1.568 7.291 0.315
N -0.328 6.291 0.573
C -0.790 5.060 0.384
C -0.034 3.875 0.478
C 1.341 3.880 0.774
C 2.042 2.682 0.882
C 1.312 1.483 0.789
N 0.006 1.464 0.404
C -0.669 2.648 0.265
C -2.002 2.589 -0.245
N -2.402 1.422 -0.801
C -3.623 1.308 -1.359
C -4.491 2.417 -1.401
C -4.071 3.639 -0.889
C -2.815 3.779 -0.301
C -2.194 5.028 0.052
N -2.779 6.216 -0.051
H 1.798 4.856 0.936
H 3.122 2.637 1.009
H 1.762 0.519 1.045
H -3.875 0.324 -1.713
H -5.490 2.316 -1.895
H -4.753 4.501 -0.905
Se -2.462 -0.978 1.575
Sb -2.652 -2.627 -0.267
Se -1.624 -4.787 0.025
Se -5.097 -2.568 -0.512
Se -2.009 -1.663 -2.496
Se 0.467 0.352 -2.645
C 1.651 -0.888 -2.224
N 2.454 -1.746 -1.987
O 0.869 -1.442 2.400
C 1.011 -1.946 1.291
O 0.573 -1.548 0.135
C 1.681 -3.346 1.184
N 1.787 -3.664 -0.265
C 2.811 -4.708 -0.396
C 3.851 -4.316 0.647
C 3.080 -3.513 1.741
H 0.988 -4.111 1.586
H 2.105 -2.796 -0.936
H 0.856 -3.952 -0.645
H 3.285 -4.749 -1.421
H 2.285 -5.662 -0.230
H 4.673 -3.770 0.186
H 4.283 -5.244 1.048
H 3.529 -2.506 1.801
H 3.121 -3.935 2.758
*
```



Record 2
Computed, not measured: an isolated molecule of C18H16Cl2O2S, with ωB97M-V with the def2-TZVPD basis set.

As for the electronic energy: -2164.3338 hartree. As for the highest occupied orbital energy: -7.707 eV. The calculation puts the LUMO energy at -0.8 eV. The energy above the lowest of the compared OMol25 structures with the same formula, charge and spin is 18.6 kcal per mole.

Geometry as ORCA input:
```
! wB97M-V def2-TZVPD RIJCOSX def2/J DEFGRID3
* xyz 0 1
Cl -0.380 4.926 2.504
C 0.451 3.847 1.469
C 1.473 3.016 1.959
C 2.119 2.113 1.096
C 1.760 2.081 -0.256
C 2.105 0.926 -1.187
C 2.380 1.494 -2.655
C 3.743 0.962 -3.091
C 4.324 0.460 -1.795
C 3.393 0.260 -0.828
C 0.736 2.930 -0.729
C 0.071 3.810 0.111
H 1.776 3.117 3.000
H 2.901 1.457 1.473
H 1.533 1.253 -3.307
H 2.515 2.576 -2.521
H 3.671 0.123 -3.803
H 4.288 1.769 -3.605
H 5.423 0.360 -1.711
H 3.543 -0.285 0.122
H 0.414 2.889 -1.774
H -0.690 4.489 -0.298
Cl 0.312 0.168 -1.387
C 1.292 -1.253 -1.064
S 0.602 -2.459 -0.012
C -0.359 -3.774 -0.771
C -1.745 -3.676 -0.914
C -2.500 -4.790 -1.299
C -1.862 -6.011 -1.575
C -0.464 -6.100 -1.449
C 0.275 -4.978 -1.060
O 1.660 -3.121 0.717
O -0.446 -1.769 0.720
H 1.603 -1.599 -2.055
H -2.258 -2.751 -0.693
H -3.593 -4.727 -1.381
H -2.454 -6.896 -1.881
H 0.045 -7.052 -1.641
H 1.347 -5.057 -0.938
*
```



Record 3
Computed, not measured: a structure of composition C18H16Cl3N10O3SeTi, with ωB97M-V with the def2-TZVPD basis set.

As for the electronic energy: -6099.9980 hartree. As for the highest occupied orbital energy (alpha / beta): -10.392 / -11.462 eV. The calculation puts the LUMO energy (alpha / beta) at -4.2 / -4.6 eV. The energy above the lowest of the compared OMol25 structures with the same formula, charge and spin is 44.5 kcal per mole.

Geometry as ORCA input:
```
! wB97M-V def2-TZVPD RIJCOSX def2/J DEFGRID3
* xyz 1 3
Ti -0.079 0.129 -1.252
N -3.125 1.605 0.425
N -3.677 0.341 0.194
C -3.156 -0.472 -0.737
N -3.657 -1.696 -0.862
N -2.186 0.033 -1.528
N -1.558 -0.728 -2.452
O -1.807 -1.913 -2.726
O -0.627 -0.051 -3.086
H -2.659 1.581 1.336
H -3.884 2.274 0.472
H -4.221 -0.081 0.937
H -4.455 -1.978 -0.317
H -3.337 -2.274 -1.625
O 1.652 -0.025 -1.607
C 2.709 0.734 -1.274
C 3.979 0.165 -1.246
C 5.073 0.914 -0.865
C 4.916 2.248 -0.503
C 3.665 2.825 -0.549
C 2.543 2.094 -0.951
C 1.242 2.740 -1.113
N 0.086 2.143 -1.416
C -0.876 3.126 -1.526
C -0.297 4.327 -1.293
N 1.031 4.066 -1.036
H 4.076 -0.876 -1.525
H 6.053 0.458 -0.839
H 5.770 2.834 -0.195
H 3.556 3.860 -0.249
H -1.897 2.881 -1.747
H -0.697 5.324 -1.286
H 1.731 4.761 -0.844
Se 0.791 -2.710 -1.860
N -0.091 -1.804 -0.587
C -0.336 -2.647 0.429
C -1.072 -2.349 1.597
C -1.183 -3.316 2.551
C -0.600 -4.605 2.391
C 0.069 -4.942 1.256
C 0.213 -3.965 0.236
N 0.846 -4.162 -0.920
H -1.529 -1.375 1.728
H -1.733 -3.095 3.457
H -0.707 -5.328 3.187
H 0.499 -5.924 1.111
Cl 0.505 -0.439 4.197
C 0.115 0.882 3.178
Cl -2.372 0.677 3.039
Cl 0.359 2.460 3.797
C 0.228 0.710 1.821
N 0.113 0.564 0.675
*
```